Formula: C27H28N8O2PZr
Source: the OMol25 dataset
Level of theory: ωB97M-V/def2-TZVPD

The value obtained for the orbital gap is 7.4305 eV. The strongest force on any atom is 0.0211 Eh/bohr. As for the net charge: +3. As for the LUMO energy: -9.450 eV. Its total energy is -2021.8002 Eh.

The geometry in XYZ format:
```
67
Properties=species:S:1:pos:R:3:forces:R:3:mulliken_charge:R:1
P 1.78953 -0.42494 -0.23576 -0.23 -0.05 0.14 1.533
N -3.02504 -1.05855 0.46663 0.06 -0.02 -0.11 0.370
C -0.06834 -0.58577 3.09996 -0.01 0.06 -0.07 -0.108
C 1.33500 0.30770 -1.81913 0.13 0.07 -0.22 -0.264
H 3.01469 -2.40768 -0.64783 0.00 0.00 -0.01 0.293
H 0.59476 -1.52467 -2.70065 0.03 0.01 -0.03 0.471
O 0.47801 2.43400 1.96431 0.02 -0.08 0.02 -0.340
H -1.94764 4.95630 0.65147 0.01 0.01 -0.02 0.344
H -1.74914 -5.59462 -0.73446 0.01 -0.01 0.00 0.497
H -0.39510 4.85052 1.44995 0.00 -0.02 0.01 0.543
C 5.79856 1.26973 1.06246 0.00 0.01 0.02 -0.533
N -0.41454 2.13438 0.98471 -0.11 -0.08 -0.12 0.324
H 1.22558 3.33146 -3.34796 0.00 0.00 0.00 0.503
C 1.51695 1.68850 -2.01691 -0.03 -0.07 0.04 -0.746
N -0.21047 -2.59984 -0.53762 0.09 0.08 -0.12 0.198
H 2.69118 0.76529 2.28936 -0.01 -0.01 -0.01 0.195
O -2.21799 0.37331 -1.67536 -0.07 0.11 -0.24 -0.707
N -1.51881 1.37252 -1.07549 -0.26 -0.39 -0.11 0.927
H 2.44653 -4.67116 -0.61658 0.00 0.00 0.01 0.488
C -1.19125 -3.55427 -0.60505 0.03 0.05 -0.02 -0.273
H -2.88865 4.09613 -1.74519 -0.01 0.00 -0.01 0.408
C -5.12185 -1.76406 0.70213 -0.04 0.07 0.09 -0.704
H 0.56644 3.39779 2.05930 0.00 -0.01 0.00 0.304
H 6.76260 1.65488 1.36705 0.00 0.00 0.00 0.433
C 4.39291 0.31056 -0.63085 -0.01 -0.01 -0.02 -0.623
H 0.94036 -0.26226 2.92706 0.00 0.02 0.02 0.249
H -3.73626 2.54034 -1.82954 0.00 -0.01 0.00 0.389
C 4.74648 1.25377 1.96870 0.02 0.00 -0.02 -0.990
H -4.90383 -2.08507 2.79330 -0.01 -0.01 0.00 0.196
H -0.33770 -0.42326 -4.68867 0.00 0.01 -0.01 0.514
Zr -0.94317 -0.43641 -0.24425 -0.04 0.49 0.97 0.879
C -0.68016 -0.87561 4.27677 -0.02 -0.16 0.03 -1.005
H -0.47315 5.01932 -0.30490 0.00 0.00 0.00 0.364
C 1.04377 2.27957 -3.16847 -0.02 0.02 -0.04 -0.795
C 0.16548 0.17058 -3.93793 0.01 -0.05 0.07 -0.896
C 5.62401 0.80156 -0.23545 0.00 0.00 0.01 -0.854
H -3.76787 3.52202 -0.33757 -0.02 -0.01 -0.01 0.428
C 1.07339 -3.01939 -0.55275 0.05 -0.06 -0.05 0.529
N -1.96594 -1.25147 3.95662 0.02 0.08 -0.01 -0.071
C -0.94185 4.54442 0.55967 0.00 -0.01 0.03 -1.600
C -1.02248 3.06943 0.35074 0.00 0.05 0.01 0.464
H 4.89098 1.62711 2.97317 0.00 0.00 0.00 0.473
H 2.06326 2.27216 -1.28503 0.01 0.00 0.00 0.568
H -0.32759 -0.86623 5.29347 0.02 0.00 -0.01 0.437
N -0.96712 -0.75646 2.06759 0.10 -0.08 -0.05 0.598
H -0.00427 2.00383 -5.02514 -0.01 -0.01 0.00 0.480
H 4.25474 -0.03594 -1.64928 0.00 0.00 0.00 0.450
N 2.06568 -2.07159 -0.54612 0.07 -0.01 0.06 -0.015
H 0.64527 -6.36543 -0.71559 0.00 0.00 0.00 0.474
C 3.33468 0.27842 0.28636 0.10 0.02 0.00 0.901
H -4.33726 -1.09264 -1.24412 0.01 -0.02 0.00 0.557
C -3.15987 3.19785 -1.18418 0.02 0.03 0.00 -1.794
C 0.35415 1.52532 -4.12338 0.01 0.05 0.00 -0.598
H -2.67004 -1.52937 4.62494 0.00 0.01 0.01 0.193
C 0.40340 -5.31190 -0.66671 -0.02 0.00 0.00 -0.399
C 3.51146 0.75702 1.58500 -0.02 0.00 0.01 0.013
H -2.21002 -3.19162 -0.62853 -0.01 0.01 0.02 0.467
C -1.93619 2.51815 -0.70234 0.18 0.05 -0.06 0.591
C 1.40516 -4.37910 -0.61028 -0.02 0.04 0.00 -0.971
C -0.93374 -4.88953 -0.66924 -0.03 -0.02 -0.01 -0.981
C 0.66157 -0.44632 -2.78792 -0.04 -0.06 -0.05 0.254
H 6.44674 0.82529 -0.93683 0.00 0.00 0.00 0.449
H -6.15134 -2.06051 0.59713 0.00 0.01 -0.02 0.432
C -4.21780 -1.29191 -0.19309 0.01 -0.04 -0.02 -0.663
N -4.47844 -1.79380 1.92461 0.02 0.00 -0.03 -0.047
C -3.22747 -1.36626 1.74309 0.04 -0.03 0.03 -0.357
C -2.10093 -1.16158 2.63063 -0.05 -0.02 -0.03 0.155
```
Positions in Å, forces in eV/Å.